No. 1
ORCA calculation (ωB97M-V/def2-TZVPD) on a structure of composition C45H50BHfN11PSb2.

## Properties
Orbital gap (spin up / spin down) (eV): 6.70 / 6.08
2S+1: 2
Relative energy (zero: lowest compared OMol25 entry of this formula, charge and spin) (kcal/mol): 0.0
Calculated total energy (eV): -88177.19233
Total charge: +4
HOMO energy (spin up / spin down) (eV): -18.01 / -17.86

Structure (XYZ):
```
111
Properties=species:S:1:pos:R:3:forces:R:3
Hf 1.1387 -0.2261 0.3968 -0.6 -0.5 0.5
C 1.0365 4.0855 0.0923 -0.5 0.9 -0.8
C 0.5514 2.8978 -0.3876 -0.8 -0.2 0.1
N 1.0679 1.8772 0.3144 0.8 0.4 -0.3
N 2.0040 2.4286 1.1602 0.4 -0.1 -0.1
C 2.0101 3.7635 1.0131 -0.8 -1.6 0.3
B 3.0980 1.5943 1.9705 -0.1 -0.1 0.0
N 3.8063 0.6137 0.9630 -0.1 0.8 0.4
C 5.1099 0.4087 0.8467 1.4 -0.4 0.5
C 5.3662 -0.4656 -0.2103 -0.4 0.3 -0.6
C 4.1019 -0.7155 -0.7222 2.1 -0.5 -0.8
N 3.1770 -0.0745 -0.0271 -1.0 0.0 -0.1
N 2.3003 0.7353 3.0263 0.0 0.4 -1.8
C 2.1935 0.7027 4.3279 0.5 0.0 0.4
C 1.1250 -0.0982 4.6821 -0.4 -0.6 -0.2
C 0.5994 -0.5726 3.5094 -0.7 -0.1 0.0
N 1.2975 -0.0244 2.4727 0.0 -0.7 -0.1
N 4.0873 2.5191 2.5080 0.7 0.3 1.1
C 4.9990 3.3071 1.8370 -0.3 0.0 0.1
C 5.6481 4.0852 2.7531 -0.6 -0.4 -0.1
C 5.1078 3.6892 3.9984 -1.1 -0.4 -0.1
N 4.1569 2.7541 3.8778 1.0 1.0 -0.9
H 0.6580 5.0561 -0.1849 0.4 0.1 -0.1
H -0.1838 2.6761 -1.1507 0.1 0.2 0.1
H 2.6485 4.3093 1.6521 0.5 0.8 0.3
H 5.8207 0.8492 1.5507 -0.4 -0.1 -0.3
H 6.3110 -0.8255 -0.6298 -0.5 0.2 0.5
H 3.8867 -1.3517 -1.5661 -0.2 0.2 -0.1
H 2.9365 1.2135 4.8927 0.2 0.4 0.5
H 0.8129 -0.3326 5.6606 -0.3 -0.2 0.9
H -0.2711 -1.2366 3.3438 0.7 0.5 0.1
H 5.0808 3.2713 0.7588 0.0 0.0 0.1
H 6.3409 4.8768 2.5610 0.4 0.0 0.0
H 5.3190 4.1290 4.9558 0.1 -0.2 0.2
C 0.5074 -4.6089 -0.6321 0.0 -0.3 -0.7
C -0.9933 -4.3649 -0.6606 0.3 -0.3 0.0
C -1.4700 -3.4993 0.4928 -0.5 -0.2 0.2
Sb -1.6249 -1.3756 0.0867 0.2 -0.4 0.3
C -2.5578 -1.2603 -1.7687 -0.1 -0.4 -0.3
C -3.9350 -1.2200 -1.9295 -0.7 0.5 1.4
C -4.5460 -1.1732 -3.1671 -0.1 0.1 -0.2
C -3.7420 -1.2162 -4.2991 0.2 0.1 0.1
C -2.3634 -1.2828 -4.1670 -0.2 -0.5 0.7
C -1.7762 -1.3477 -2.8954 1.1 0.1 -1.4
C -3.0300 -0.8024 1.5352 -0.1 0.5 0.9
C -4.1265 -1.6451 1.6688 -0.5 0.2 -0.8
C -5.1107 -1.3956 2.6187 -0.4 -0.7 -0.1
C -5.0097 -0.3457 3.5003 0.5 0.3 0.1
C -3.8996 0.4756 3.4131 0.6 0.2 -0.5
C -2.9115 0.2741 2.4475 -0.1 -0.9 -0.1
Sb 1.8347 -2.9482 -0.7474 -0.1 -0.3 0.1
C 2.0234 -2.9044 -2.8374 0.2 1.1 -0.1
C 2.0657 -1.6678 -3.5145 0.1 -1.6 -1.2
C 2.1129 -1.6664 -4.9217 -0.2 -0.1 0.0
C 2.0429 -2.8924 -5.6326 0.4 0.4 1.3
C 2.0516 -4.0985 -4.9283 -0.1 1.1 -0.6
C 2.0463 -4.0846 -3.5450 -0.1 -0.5 -0.4
C 3.6923 -3.3352 0.2738 -0.7 -0.2 -0.7
C 3.7824 -2.8181 1.5520 1.0 -0.6 0.3
C 4.9797 -2.9248 2.2539 -0.3 0.3 0.6
C 6.0832 -3.5079 1.6519 0.0 0.1 0.4
C 6.0030 -3.9984 0.3594 -0.4 -0.3 0.5
C 4.7856 -3.9391 -0.3274 0.9 0.0 -0.1
H 0.7707 -5.2293 -1.4915 0.1 0.1 0.0
H 0.8211 -5.1738 0.2086 0.1 -0.5 1.1
H -1.4947 -5.3643 -0.6431 0.3 0.8 0.1
H -1.2346 -3.9169 -1.6112 -0.4 0.1 -0.5
H -0.8055 -3.6459 1.3429 0.0 0.2 0.2
H -2.4626 -3.8308 0.8205 0.1 0.3 0.0
H -4.5210 -1.1739 -1.0072 -0.2 -0.1 -0.4
H -5.6290 -1.0839 -3.2708 0.3 -0.2 0.1
H -4.1866 -1.2145 -5.2773 -0.1 0.1 -0.3
H -1.7489 -1.3823 -5.0352 0.3 0.1 -0.4
H -0.6782 -1.4872 -2.8837 -0.6 0.2 0.2
H -4.2971 -2.4317 0.9290 0.1 0.0 0.5
H -5.9542 -2.0672 2.6845 -0.1 -0.1 -0.1
H -5.7077 -0.1581 4.3009 -0.3 -0.2 -0.1
H -3.7888 1.2766 4.1137 0.1 0.4 0.3
H -2.0068 0.8626 2.4849 0.1 0.3 -0.2
H 2.1030 -0.7578 -2.9663 0.0 0.8 0.3
H 2.2170 -0.7026 -5.4442 -0.2 -0.6 0.2
H 2.0672 -2.9793 -6.6997 0.0 0.5 -0.4
H 2.0701 -4.9954 -5.5254 0.0 -0.4 0.3
H 2.0477 -5.0335 -3.0577 0.1 -0.5 0.4
H 2.9450 -2.4155 2.0601 -0.9 0.5 0.4
H 5.0326 -2.5901 3.3059 0.0 -0.2 -0.7
H 6.9836 -3.6064 2.2455 0.1 0.0 -0.2
H 6.8717 -4.5210 -0.0127 -0.1 0.1 -0.5
H 4.7938 -4.3344 -1.3324 -0.4 -0.1 -0.1
C -5.2461 4.1189 0.6300 0.4 -1.1 0.4
N -5.4840 3.0248 -0.3132 -0.3 -0.8 -0.8
C -5.6597 3.4865 -1.7129 1.1 0.5 1.4
N -4.2833 4.0069 -1.9621 -1.9 -0.1 -0.5
C -3.9572 5.1119 -1.0879 0.3 -1.0 0.8
N -3.9387 4.6344 0.2991 0.9 0.0 1.0
C -2.8536 3.6336 0.5426 -0.3 1.1 -0.3
P -2.8685 2.1021 -0.5014 -0.7 0.4 -0.7
C -4.6867 1.7803 -0.1396 -1.5 0.8 -0.5
C -3.3084 3.0213 -2.1701 0.9 -0.9 0.1
H -5.3334 3.7405 1.6775 0.3 0.2 -0.8
H -5.9980 4.8644 0.4832 -0.5 0.6 -0.1
H -6.4352 4.2336 -1.8113 0.1 0.5 0.2
H -5.9264 2.6789 -2.3399 0.1 -0.9 -0.8
H -4.7464 5.8157 -1.2253 -0.3 0.9 0.2
H -2.9729 5.5147 -1.3147 -0.1 0.1 -0.3
H -2.7543 3.3686 1.5990 -0.5 0.0 0.0
H -1.9415 4.1734 0.3425 0.5 0.1 -0.2
H -4.8068 1.4973 0.9040 0.2 -0.1 0.2
H -5.1728 1.0066 -0.7653 0.6 0.3 0.2
H -3.6858 2.3058 -2.9047 0.2 -0.2 0.1
H -2.4052 3.4901 -2.5940 -0.2 -0.2 0.3
```
Forces are in eV/Å.

No. 2
ORCA calculation (ωB97M-V/def2-TZVPD) on a structure of composition C45H50BrN4O4PRu.

## Properties
Orbital gap (spin up / spin down) (eV): 5.35 / 4.89
2S+1: 2
Relative energy (zero: lowest compared OMol25 entry of this formula, charge and spin) (kcal/mol): 35.3
Calculated total energy (eV): -143534.93567
Total charge: +1
HOMO energy (spin up / spin down) (eV): -9.50 / -9.35

Structure (XYZ):
```
106
Properties=species:S:1:pos:R:3:forces:R:3
Ru 0.3478 -0.5927 -0.3520 0.5 -0.3 1.3
C -1.0886 -1.8083 -3.7026 -0.3 0.0 -0.1
O -0.2132 -1.9936 -2.5928 0.1 0.1 0.0
C 0.7728 -2.9197 -2.7289 0.2 0.1 0.4
C 0.7954 -3.8846 -3.7203 0.0 -0.1 -0.2
C 1.8338 -4.8022 -3.7849 0.0 0.0 0.1
C 2.8683 -4.7499 -2.8630 0.0 -0.1 -0.1
C 2.8668 -3.7789 -1.8834 -0.2 0.2 0.2
C 1.8133 -2.8570 -1.7803 0.2 -1.1 -0.3
N 1.7840 -1.9083 -0.7676 -0.9 1.6 1.1
N 2.7681 -1.9696 0.0997 1.7 -0.7 -0.8
C 3.4708 -0.9399 0.4997 -1.2 0.0 0.2
C 3.1458 0.4379 0.1240 -0.6 -0.2 -0.2
O 2.0546 0.7409 -0.4201 0.0 0.2 -0.1
C 4.0872 1.4570 0.4520 0.7 0.5 -0.2
C 5.2342 1.1732 1.1143 -0.5 0.2 -0.3
C 5.5393 -0.1465 1.5829 0.0 -0.6 0.1
C 6.7221 -0.4162 2.2868 -0.1 0.2 -0.1
C 7.0021 -1.6851 2.7368 0.0 -0.2 0.0
C 6.1047 -2.7247 2.4845 0.1 0.1 0.0
C 4.9443 -2.4863 1.7819 -0.2 0.1 -0.1
C 4.6400 -1.2002 1.3178 0.6 -0.2 0.3
H -0.5218 -1.5547 -4.6000 0.0 0.0 0.0
H -1.7397 -0.9812 -3.4395 0.0 0.0 0.0
H -1.6997 -2.6956 -3.8789 0.1 0.0 0.1
H 0.0071 -3.9299 -4.4573 0.0 0.0 0.0
H 1.8325 -5.5524 -4.5631 0.0 0.0 0.0
H 3.6755 -5.4673 -2.9119 0.0 0.0 0.0
H 3.6676 -3.7195 -1.1614 0.0 0.0 0.0
H 3.8586 2.4637 0.1272 0.0 0.0 0.0
H 5.9401 1.9702 1.3132 0.0 0.0 0.1
H 7.4186 0.3946 2.4600 0.0 0.0 0.0
H 7.9137 -1.8827 3.2835 0.0 0.0 0.0
H 6.3296 -3.7240 2.8315 0.0 0.0 0.0
H 4.2477 -3.2880 1.5793 0.0 0.0 0.0
C -2.9784 5.3217 -4.1320 0.0 0.1 0.1
C -2.3498 5.7590 -2.7980 0.1 0.1 -0.1
C -3.3855 6.5901 -2.0374 0.1 -0.1 0.0
C -1.1259 6.6422 -3.0866 -0.2 0.0 0.0
C -1.9161 4.5207 -2.0205 0.0 -0.1 0.1
C -1.0962 3.5783 -2.6251 0.0 0.1 -0.1
C -0.7853 2.4131 -1.9630 -0.1 -0.3 0.5
Br 0.2770 1.0922 -2.8482 -0.2 0.2 -0.1
C -1.2333 2.0947 -0.6625 -0.1 0.8 -0.7
O -0.9506 0.9498 -0.0923 0.2 -0.8 0.8
C -2.0234 3.0978 -0.0190 0.4 -0.5 0.0
C -2.3264 4.2582 -0.7142 -0.1 0.1 -0.1
C -2.5103 2.8828 1.4176 0.0 -0.1 -0.1
C -3.4193 1.6427 1.4793 0.0 0.1 0.1
C -3.3035 4.0775 1.9499 0.0 -0.1 0.0
C -1.2959 2.6715 2.3334 -0.1 0.0 0.1
H -3.3710 6.1932 -4.6584 0.0 0.0 0.0
H -3.8004 4.6254 -3.9591 0.0 0.0 0.0
H -2.2497 4.8403 -4.7837 0.0 0.0 0.0
H -3.7124 7.4191 -2.6658 0.0 0.0 0.0
H -2.9667 7.0151 -1.1239 0.0 0.0 0.0
H -4.2642 5.9946 -1.7848 0.0 0.0 0.0
H -1.4290 7.5062 -3.6811 0.1 0.0 0.0
H -0.3636 6.0961 -3.6430 0.0 0.0 0.0
H -0.6850 7.0010 -2.1556 0.0 0.0 0.0
H -0.7063 3.7377 -3.6216 0.0 0.0 0.0
H -2.9217 5.0037 -0.2105 0.0 0.0 0.0
H -4.3098 1.7933 0.8666 0.0 0.0 0.0
H -3.7363 1.4743 2.5118 -0.1 0.0 0.0
H -2.8953 0.7561 1.1296 0.0 0.0 0.0
H -4.1783 4.2876 1.3334 0.0 0.0 0.0
H -2.6807 4.9713 2.0076 -0.1 0.1 0.0
H -3.6559 3.8448 2.9557 0.0 0.0 0.0
H -0.7904 1.7510 2.0642 0.1 -0.1 0.0
H -1.6169 2.5985 3.3758 0.0 0.0 0.0
H -0.5948 3.5043 2.2443 0.0 0.0 0.0
N 0.4157 -3.1786 5.1667 0.0 -0.1 0.0
C 1.6192 -2.5488 5.0593 -0.1 -0.1 0.0
O 2.6240 -2.9255 5.6179 0.0 0.1 0.0
C 1.6208 -1.3526 4.1507 0.1 0.1 -0.1
C 2.3365 -0.2146 4.5028 -0.1 0.0 0.0
C 2.2977 0.8793 3.6570 -0.1 -0.1 0.1
C 1.5951 0.7809 2.4665 -0.1 0.4 0.1
N 0.9609 -0.3302 2.0913 -0.2 -0.3 -1.4
C 0.9673 -1.3659 2.9293 -0.1 -0.1 0.2
H 0.3509 -3.9421 5.8207 0.0 0.0 0.0
H -0.4396 -2.7270 4.8956 0.0 0.1 0.0
H 2.8822 -0.1897 5.4366 0.0 0.0 0.0
H 2.7941 1.8031 3.9169 0.0 0.0 -0.1
H 1.5238 1.6322 1.8038 0.0 -0.1 -0.1
H 0.4313 -2.2517 2.6200 0.1 0.0 0.0
C -0.0433 -3.9298 0.7294 0.1 0.3 -0.1
P -1.0488 -2.4517 0.3281 -0.5 0.1 -0.4
C -2.0941 -2.1246 1.8110 0.3 0.3 0.0
C -2.3415 -3.1273 -0.7626 0.1 0.3 -0.1
C -2.4902 -4.4717 -1.0810 0.0 0.1 0.0
C -3.5615 -4.8791 -1.8662 0.0 -0.1 0.0
C -4.4789 -3.9545 -2.3396 0.0 0.0 0.0
C -4.3274 -2.6082 -2.0317 0.0 0.0 0.0
C -3.2618 -2.1984 -1.2509 0.1 0.0 0.0
H -0.5890 -4.5959 1.3962 0.0 0.0 0.0
H 0.9059 -3.6449 1.1807 0.0 0.0 0.0
H 0.1887 -4.4517 -0.1989 0.0 0.0 0.0
H -2.1658 -3.0148 2.4367 0.0 0.0 0.0
H -3.0888 -1.8627 1.4561 0.0 0.0 0.0
H -1.7115 -1.2843 2.3894 0.0 0.0 0.0
H -1.7929 -5.2146 -0.7190 0.0 0.0 0.0
H -3.6784 -5.9289 -2.1001 0.0 0.0 0.0
H -5.3113 -4.2799 -2.9486 0.0 0.0 0.0
H -5.0396 -1.8825 -2.4011 0.0 0.0 0.0
H -3.1222 -1.1470 -1.0128 -0.1 0.0 0.0
```
Forces are in eV/Å.